{
  "formula": "C6H7NO",
  "method": "ωB97M-V/def2-TZVPD",
  "species": ["O", "N", "C", "C", "C", "C", "C", "C", "H", "H", "H", "H", "H", "H", "H"],
  "coordinates": [[2.59, -0.43, 0.15], [-1.88, -0.65, -0.08], [-0.87, 0.31, -0.27], [1.57, 0.18, -0.02], [0.38, -0.46, -0.19], [-1.35, -1.92, 0.14], [-1.03, 1.83, 0.13], [0.00, -1.85, 0.06], [1.75, 1.29, -0.33], [-0.97, 2.58, -0.70], [3.50, 0.05, -0.34], [0.79, -2.52, -0.18], [-1.80, -2.78, 0.13], [-0.55, 2.20, 1.05], [-2.14, 2.16, 0.44]],
  "multiplicity": 1,
  "de_lowest_kj_mol": 401.5,
  "total_energy_ha": -362.660551,
  "lumo_energy_ev": -0.5,
  "orbital_gap_ev": 7.58
}

=====

{
  "formula": "C4H28NO13",
  "method": "ωB97M-V/def2-TZVPD",
  "species": ["O", "O", "O", "O", "O", "O", "O", "O", "O", "O", "O", "O", "O", "N", "C", "C", "C", "C", "H", "H", "H", "H", "H", "H", "H", "H", "H", "H", "H", "H", "H", "H", "H", "H", "H", "H", "H", "H", "H", "H", "H", "H", "H", "H", "H", "H"],
  "coordinates": [[3.77, 1.07, -1.91], [0.32, 4.32, -1.75], [-2.59, 0.33, 0.19], [0.23, 0.38, -3.72], [1.21, -0.38, 2.19], [-4.73, -0.96, 1.08], [3.24, -2.00, 1.79], [-2.22, -2.25, -0.97], [-0.37, -4.16, 0.18], [0.28, -1.32, 0.46], [-2.27, 0.38, -2.35], [3.68, 0.82, 2.72], [2.35, -1.05, -2.29], [0.49, 2.25, 0.95], [-2.31, 2.03, 1.79], [-0.25, 1.00, 0.68], [0.48, -0.25, 1.16], [-1.67, 0.79, 1.24], [-4.21, -1.40, 0.44], [-1.55, -1.80, -0.45], [-3.13, 1.04, -0.26], [0.25, 2.57, 1.91], [-0.38, 0.96, -0.47], [-0.51, 0.92, -3.54], [-3.36, 1.83, 2.10], [-4.31, -1.38, 1.86], [-0.14, -3.15, 0.28], [-1.85, 2.30, 2.80], [-2.85, -0.30, -2.54], [-0.37, -4.57, 1.05], [1.46, 2.10, 0.77], [3.51, -1.44, 1.10], [-1.90, -3.23, -1.07], [-2.14, 0.20, -1.47], [1.97, -1.50, -1.46], [2.34, -1.91, -2.86], [3.78, -0.19, 2.63], [-2.17, 2.85, 1.00], [2.70, 0.88, 2.91], [3.67, 1.06, -0.88], [3.28, 0.30, -2.14], [2.35, -1.95, 1.63], [0.15, 3.89, -0.93], [0.61, 3.56, -2.23], [-1.80, -0.17, 1.86], [0.39, -0.04, -2.90]],
  "multiplicity": 1,
  "de_lowest_kj_mol": 460.2,
  "total_energy_ha": -1202.124676,
  "lumo_energy_ev": 2.6,
  "orbital_gap_ev": 9.23,
  "charge": -1
}

=====

{
  "formula": "C4H15N2O",
  "method": "ωB97M-V/def2-TZVPD",
  "species": ["O", "N", "N", "C", "C", "C", "C", "H", "H", "H", "H", "H", "H", "H", "H", "H", "H", "H", "H", "H", "H", "H"],
  "coordinates": [[-2.71, -0.62, 1.12], [-0.60, 0.00, -0.84], [0.74, -0.99, 1.79], [-0.58, -0.55, -2.24], [0.49, 0.37, 1.36], [0.79, 0.26, -0.07], [1.65, 1.44, -0.53], [1.39, -0.71, -0.46], [2.67, 1.07, -0.97], [-1.12, -0.85, -0.30], [0.22, -1.47, 2.52], [-2.58, -1.12, 2.07], [1.11, 1.16, 1.82], [-0.17, -1.57, -2.20], [1.42, 2.17, -1.34], [0.29, -0.07, -2.73], [-1.45, -0.07, -2.90], [1.74, -1.14, 2.03], [-0.54, 0.71, 1.67], [-1.24, 0.75, -0.80], [1.90, 2.20, 0.32], [-3.46, -0.96, 0.69]],
  "multiplicity": 1,
  "de_lowest_kj_mol": 326.6,
  "total_energy_ha": -345.821317,
  "lumo_energy_ev": -3.0,
  "orbital_gap_ev": 10.21,
  "charge": 1
}

=====

{
  "formula": "C72H182N12O25",
  "method": "ωB97M-V/def2-TZVPD",
  "species": ["O", "O", "O", "O", "O", "O", "O", "O", "O", "O", "O", "O", "O", "O", "O", "O", "O", "O", "O", "O", "O", "O", "O", "O", "O", "N", "N", "N", "N", "N", "N", "N", "N", "N", "N", "N", "N", "C", "C", "C", "C", "C", "C", "C", "C", "C", "C", "C", "C", "C", "C", "C", "C", "C", "C", "C", "C", "C", "C", "C", "C", "C", "C", "C", "C", "C", "C", "C", "C", "C", "C", "C", "C", "C", "C", "C", "C", "C", "C", "C", "C", "C", "C", "C", "C", "C", "C", "C", "C", "C", "C", "C", "C", "C", "C", "C", "C", "C", "C", "C", "C", "C", "C", "C", "C", "C", "C", "C", "C", "H", "H", "H", "H", "H", "H", "H", "H", "H", "H", "H", "H", "H", "H", "H", "H", "H", "H", "H", "H", "H", "H", "H", "H", "H", "H", "H", "H", "H", "H", "H", "H", "H", "H", "H", "H", "H", "H", "H", "H", "H", "H", "H", "H", "H", "H", "H", "H", "H", "H", "H", "H", "H", "H", "H", "H", "H", "H", "H", "H", "H", "H", "H", "H", "H", "H", "H", "H", "H", "H", "H", "H", "H", "H", "H", "H", "H", "H", "H", "H", "H", "H", "H", "H", "H", "H", "H", "H", "H", "H", "H", "H", "H", "H", "H", "H", "H", "H", "H", "H", "H", "H", "H", "H", "H", "H", "H", "H", "H", "H", "H", "H", "H", "H", "H", "H", "H", "H", "H", "H", "H", "H", "H", "H", "H", "H", "H", "H", "H", "H", "H", "H", "H", "H", "H", "H", "H", "H", "H", "H", "H", "H", "H", "H", "H", "H", "H", "H", "H", "H", "H", "H", "H", "H", "H", "H", "H", "H", "H", "H", "H", "H", "H", "H", "H", "H", "H", "H", "H", "H", "H", "H", "H", "H", "H", "H", "H", "H", "H", "H", "H", "H"],
  "coordinates": [[5.88, 0.76, -2.42], [0.55, -2.06, -0.93], [-13.96, -3.20, -2.26], [1.76, 5.71, 5.38], [4.14, -5.77, 8.10], [-4.42, -3.52, 1.10], [-3.34, 1.08, -1.27], [-4.71, -0.74, -6.75], [2.62, 2.55, -1.34], [8.42, 2.35, -6.64], [4.90, -4.06, 1.38], [-4.39, -8.88, -6.04], [4.72, 2.48, 4.26], [3.88, 8.50, -4.30], [-2.10, 2.13, -9.81], [2.11, -0.53, 1.70], [-4.23, 5.22, 1.16], [4.76, -9.21, 1.67], [-3.51, 2.33, 3.62], [-3.82, -3.50, -3.32], [-2.91, 3.06, -3.14], [1.35, 8.65, -0.13], [3.89, 1.39, 9.00], [5.06, -1.66, 5.82], [-8.92, -1.73, -3.24], [-11.38, -3.62, -3.50], [-4.97, 1.29, -8.84], [-4.61, -6.06, -4.72], [2.96, -2.87, 7.82], [4.99, 3.28, 7.04], [-1.55, -3.36, 0.60], [-1.49, 6.36, 0.27], [8.25, 1.82, -3.50], [5.43, -6.20, 3.67], [-1.98, 5.15, 5.36], [3.45, 5.44, -2.30], [-0.73, -0.33, 1.04], [-5.76, -2.98, 1.20], [2.92, 0.78, 9.79], [-4.54, -1.69, -5.69], [-0.10, 6.82, 0.58], [-4.90, -4.35, -2.97], [-1.76, 5.13, 1.02], [-14.77, -3.51, -1.17], [-10.26, -3.28, -4.38], [7.02, 1.03, -1.55], [7.70, 2.24, -2.19], [0.13, 8.02, -0.40], [0.53, 5.22, 4.88], [-1.58, 0.76, 0.48], [-5.99, 0.99, -7.81], [-0.20, -3.85, 0.49], [4.93, -4.86, 3.71], [-12.67, -3.68, -4.24], [-5.39, 0.49, -6.50], [2.02, 1.82, -0.27], [3.21, 7.63, -3.42], [4.15, 6.42, -3.17], [-4.10, -7.61, -6.62], [3.59, -1.61, 5.69], [2.78, -1.66, 6.98], [5.01, -6.94, 2.52], [-2.54, 0.06, -0.53], [2.78, -5.40, 7.97], [-3.71, 1.19, 4.51], [4.29, 4.25, -2.04], [2.31, 4.79, 6.38], [8.92, 1.80, -7.88], [3.15, 9.66, -4.66], [8.93, 2.93, -4.23], [5.15, -0.40, -2.01], [9.46, 2.40, -5.61], [5.13, -10.57, 1.77], [-2.95, -3.12, -2.24], [4.97, -5.91, 6.99], [-8.92, -3.08, -3.68], [3.82, 2.64, 3.19], [-3.11, 4.37, 0.74], [5.41, -8.41, 2.68], [-5.47, 4.68, 0.96], [-2.12, -3.44, 1.94], [5.66, -3.36, 0.35], [5.56, -3.92, 2.64], [-7.77, -1.53, -2.38], [3.37, -1.09, 2.04], [-3.52, -9.88, -6.58], [-1.11, 2.49, -10.73], [-4.21, 2.55, -8.60], [-3.20, 3.02, -9.77], [-3.52, -2.84, 1.92], [1.51, 9.77, -0.95], [-4.97, -6.56, -6.07], [5.46, 3.15, 8.40], [5.76, -0.60, 6.42], [2.57, -4.11, 7.12], [-0.59, 5.50, 5.79], [5.58, 3.58, 4.57], [-3.49, 3.63, 4.21], [-0.11, 0.26, 2.24], [-13.82, -4.11, -3.31], [4.29, 2.71, 9.31], [-4.39, 0.60, -2.06], [0.45, -3.45, -0.83], [-5.57, -5.04, -4.21], [3.74, 3.34, -0.93], [-2.18, 3.76, 5.00], [1.80, -1.60, -1.49], [6.04, 3.42, 6.07], [1.06, -0.68, 2.68], [5.33, 4.42, -1.77], [9.75, 3.32, -3.63], [-1.01, 1.53, -0.06], [-4.59, -5.18, -2.33], [6.20, -10.71, 1.62], [6.65, -4.01, 2.68], [3.07, 8.04, -2.42], [-3.06, 2.57, -2.33], [-12.69, -4.42, -5.03], [-6.22, 0.30, -5.82], [3.42, 3.35, 9.31], [-4.61, 1.26, 5.12], [1.48, 9.49, -2.00], [6.71, -3.56, 0.15], [0.00, -0.53, 0.37], [-1.61, -2.37, 0.41], [5.03, 6.72, -2.61], [4.52, 2.71, -0.51], [2.68, 3.88, 5.90], [4.09, -0.97, 1.23], [-3.64, 2.34, -7.70], [-0.72, 8.68, -0.25], [3.88, -4.89, 3.42], [2.95, 3.24, 3.42], [-3.45, -2.41, -1.59], [-2.10, 1.28, 1.28], [-2.45, 3.85, -2.85], [-6.07, -2.70, 2.21], [-13.61, -5.10, -2.90], [2.41, 9.49, -5.45], [-0.41, 5.00, 6.74], [-5.61, -3.72, -2.43], [-8.06, -2.02, -1.45], [2.74, 5.07, -2.91], [-5.82, -4.33, -4.99], [6.41, 3.46, 3.87], [-4.75, 1.25, -6.05], [5.14, -4.40, 4.68], [-6.00, -6.89, -6.16], [5.37, -2.87, 2.85], [8.14, 1.80, -8.64], [-10.15, -4.10, -5.09], [4.35, 3.17, 2.41], [9.20, 0.75, -7.73], [1.95, -2.08, -2.45], [-3.72, -9.90, -7.65], [-4.27, -2.56, -6.29], [-1.42, 3.42, 4.30], [1.86, -0.53, -1.72], [3.52, 1.66, 2.81], [-4.43, -7.63, -7.66], [-3.09, 3.46, 1.34], [3.07, -4.32, 6.17], [4.41, 3.61, -2.91], [4.68, -11.16, 0.97], [3.94, -6.94, 2.33], [3.05, -0.75, 7.53], [3.41, 3.94, -0.08], [5.21, -8.79, 3.68], [-7.99, -3.13, -4.25], [-3.84, 0.29, 3.90], [6.73, 2.58, 6.12], [4.35, 2.51, 6.89], [3.37, -0.70, 5.14], [-3.74, -1.40, -5.01], [1.71, -1.65, 6.77], [5.69, -0.57, 7.51], [-7.64, -0.47, -2.15], [-4.27, 0.59, -8.63], [-5.15, 0.03, -1.54], [7.66, 0.17, -1.35], [3.73, 10.52, -5.01], [-4.45, -6.78, -4.04], [-0.56, 6.58, 5.99], [6.39, -6.23, 3.99], [-0.57, 3.40, -10.48], [-5.84, -2.08, 0.58], [9.81, 1.37, -5.49], [-3.91, -2.88, 2.93], [5.81, -6.55, 7.26], [-6.57, 1.87, -7.54], [5.54, -6.51, 1.66], [-3.75, 2.95, -10.71], [6.69, 4.23, 6.40], [-2.98, 1.02, 5.31], [-15.83, -3.25, -1.18], [2.79, 1.19, 0.17], [8.33, 3.82, -4.43], [0.74, -1.69, 2.93], [7.41, 1.50, -3.97], [-1.93, -0.54, -1.20], [0.69, 4.17, 4.65], [0.62, 6.00, 0.49], [2.52, 10.14, -0.79], [6.20, 2.36, 8.34], [3.36, -2.36, 4.93], [-12.81, -2.70, -4.70], [6.99, 3.06, -2.32], [-3.10, -7.19, -6.51], [-3.77, -10.89, -6.28], [-0.45, 1.62, -10.69], [0.05, 7.67, -1.43], [2.38, -6.25, 7.42], [5.70, -1.33, -2.09], [-1.98, -2.79, -2.60], [-5.47, -1.94, -5.18], [2.31, 7.15, -3.79], [1.10, 1.28, -0.47], [5.91, 4.03, 8.85], [-5.78, 4.03, 1.78], [-6.85, -1.99, -2.74], [4.40, 5.98, -4.14], [8.53, 2.62, -1.59], [-0.01, -3.85, -1.73], [-2.04, 7.18, 0.45], [0.45, -3.47, 1.28], [1.46, -3.85, -0.72], [2.61, -1.80, -0.79], [-8.80, -3.80, -2.87], [-3.60, 4.38, 3.43], [4.63, 2.78, 10.34], [-2.86, 4.02, -9.50], [-5.00, -5.70, -6.73], [-1.52, -2.86, 2.64], [5.32, 0.33, 6.08], [-4.95, 1.41, -2.55], [3.29, -2.13, 2.37], [1.72, 2.52, 0.51], [1.39, -0.29, 3.65], [1.98, 1.17, 9.38], [-0.90, 0.41, 2.98], [-0.05, -4.93, 0.53], [-14.54, -4.45, -0.68], [-3.21, 4.15, -0.33], [1.50, -4.15, 6.92], [4.80, -11.00, 2.71], [-4.84, 3.38, -8.29], [-2.64, 5.47, 6.06], [-3.21, -0.58, 0.04], [-1.52, 2.53, -11.74], [3.93, -2.94, 8.09], [-4.39, 3.86, 4.79], [9.73, 2.38, -8.32], [-6.15, 5.53, 0.92], [5.56, -2.27, 0.40], [-6.71, 0.26, -8.18], [-0.02, 7.11, 1.62], [-14.51, -2.76, -0.42], [2.27, -5.24, 8.92], [6.81, -0.65, 6.14], [-5.54, 4.23, -0.03], [4.42, -6.38, 6.18], [-2.12, -4.47, 2.28], [0.77, 10.55, -0.76], [-6.35, -3.76, 0.73], [3.21, 5.23, 6.82], [10.24, 3.05, -6.00], [5.46, -4.96, 6.76], [0.32, 5.64, 3.90], [6.48, -8.41, 2.47], [2.89, 1.09, 10.83], [-11.47, -2.92, -2.78], [3.84, -0.63, 2.91], [6.67, 1.36, -0.57], [1.65, 4.48, 7.19], [-2.47, -9.72, -6.34], [-10.46, -2.42, -5.03], [0.28, 1.26, 2.07], [-2.63, -3.95, -1.61], [-2.14, 3.15, 5.90], [-1.68, 5.42, 2.07], [-14.74, -4.21, -3.88], [4.88, -0.23, -0.97], [-6.49, -5.51, -3.85], [2.95, -0.31, 9.74], [4.24, -0.42, -2.61], [-3.94, -0.02, -2.84], [2.65, 10.16, -3.83], [5.15, 4.55, 4.34], [-3.35, -1.84, 1.53], [4.99, -3.65, -0.47], [-1.00, 4.38, 0.79]],
  "multiplicity": 1,
  "de_lowest_kj_mol": 37.5,
  "total_energy_ha": -5389.755106,
  "lumo_energy_ev": 0.2,
  "orbital_gap_ev": 8.47
}

=====

{
  "formula": "C18H26CrN6SSe3Te2",
  "method": "ωB97M-V/def2-TZVPD",
  "species": ["Te", "Te", "Se", "Se", "Se", "Cr", "S", "N", "N", "N", "N", "N", "N", "C", "C", "C", "C", "C", "C", "C", "C", "C", "C", "C", "C", "C", "C", "C", "C", "C", "C", "H", "H", "H", "H", "H", "H", "H", "H", "H", "H", "H", "H", "H", "H", "H", "H", "H", "H", "H", "H", "H", "H", "H", "H", "H", "H"],
  "coordinates": [[2.02, 4.61, -1.78], [1.04, 1.12, -5.22], [2.14, 2.23, -0.94], [1.54, 0.42, -2.86], [1.88, -2.36, -0.72], [1.56, 0.03, -0.63], [2.50, 0.19, 1.59], [4.98, -0.25, 2.49], [4.31, -0.36, -0.87], [-1.36, -1.90, 0.72], [4.85, -0.33, 0.40], [-1.81, -1.64, -1.38], [6.28, -0.10, 2.06], [-1.25, 1.24, 2.14], [-5.10, 1.13, -0.97], [4.07, -0.29, 1.50], [-2.14, -2.96, -1.05], [6.17, -0.18, 0.77], [-0.87, 0.35, -0.31], [-5.25, -0.02, 1.12], [-3.77, 1.43, -0.71], [-0.57, -1.88, 1.94], [-1.78, -1.18, -2.76], [-1.36, 2.76, 0.23], [-1.28, -0.99, -0.30], [-3.14, 1.01, 0.46], [-1.87, -3.11, 0.25], [-3.90, 0.27, 1.37], [7.29, -0.11, -0.21], [-1.65, 1.32, 0.67], [-5.86, 0.40, -0.05], [-0.81, -1.37, -3.20], [-6.90, 0.18, -0.24], [-1.72, 2.07, 2.69], [-0.17, 1.36, 2.22], [-2.48, -3.66, -1.79], [-1.13, 0.71, -1.29], [0.11, -2.73, 1.93], [-5.82, -0.58, 1.86], [4.83, 0.24, -1.50], [-1.93, -3.98, 0.89], [-0.42, 3.11, 0.66], [8.23, -0.13, 0.33], [-1.25, 2.86, -0.85], [7.23, 0.81, -0.79], [4.74, 0.10, 3.40], [-1.22, -1.92, 2.82], [-2.16, 3.43, 0.57], [7.24, -0.95, -0.90], [-5.56, 1.47, -1.90], [-3.46, -0.08, 2.29], [0.03, -0.98, 1.98], [-2.54, -1.73, -3.31], [-1.53, 0.32, 2.64], [-3.21, 2.00, -1.44], [-1.98, -0.12, -2.82], [4.20, -1.31, -1.22]],
  "multiplicity": 5,
  "de_lowest_kj_mol": 226.9,
  "total_energy_ha": -10212.980359,
  "lumo_energy_ev": [4.3, 4.3],
  "orbital_gap_ev": [4.48, 4.64],
  "charge": -2
}

=====

{
  "formula": "C4H14O2",
  "method": "ωB97M-V/def2-TZVPD",
  "species": ["O", "O", "C", "C", "C", "C", "H", "H", "H", "H", "H", "H", "H", "H", "H", "H", "H", "H", "H", "H"],
  "coordinates": [[-2.36, 5.15, 0.31], [-4.01, -3.00, 1.77], [2.62, -1.85, 0.00], [2.67, -0.84, -1.19], [1.34, -0.19, -1.27], [0.91, 0.55, 0.04], [-0.05, 1.07, -0.03], [-2.22, 4.35, -0.23], [1.90, -2.48, -0.39], [-2.90, 5.46, -0.41], [1.17, 0.44, -2.11], [3.20, -1.21, -1.95], [3.58, -2.42, 0.11], [-3.30, -3.47, 1.25], [1.52, 1.50, 0.18], [0.92, -0.08, 0.96], [2.24, -1.44, 0.97], [0.54, -1.02, -1.40], [3.44, 0.06, -1.04], [-4.30, -3.97, 1.93]],
  "multiplicity": 1,
  "de_lowest_kj_mol": 220.0,
  "total_energy_ha": -311.196165,
  "lumo_energy_ev": 0.6,
  "orbital_gap_ev": 11.33
}

=====

{
  "formula": "C4H7N3O",
  "method": "ωB97M-V/def2-TZVPD",
  "species": ["O", "N", "N", "N", "C", "C", "C", "C", "H", "H", "H", "H", "H", "H", "H"],
  "coordinates": [[-0.99, 2.44, -1.28], [0.14, -1.07, -0.81], [1.05, 0.29, 2.15], [0.03, 1.34, 0.43], [0.37, 0.13, 1.17], [-0.43, 0.04, -1.55], [-0.51, 1.44, -0.84], [-0.13, -1.18, 0.58], [0.45, 2.21, 0.93], [0.54, -1.86, 1.17], [1.38, -0.53, 2.66], [0.54, -1.90, -1.19], [-1.46, -0.12, -1.71], [0.12, 0.21, -2.48], [-1.10, -1.45, 0.75]],
  "multiplicity": 1,
  "de_lowest_kj_mol": 133.1,
  "total_energy_ha": -396.097704,
  "lumo_energy_ev": 0.8,
  "orbital_gap_ev": 9.73
}

=====

{
  "formula": "C2H5F2N",
  "method": "ωB97M-V/def2-TZVPD",
  "species": ["F", "F", "N", "C", "C", "H", "H", "H", "H", "H"],
  "coordinates": [[1.32, -1.48, -0.18], [-2.21, 0.05, 0.49], [1.35, 0.73, 0.31], [0.76, -0.49, 0.55], [-1.49, -0.73, -0.37], [-1.46, -0.29, -1.35], [0.58, -0.79, 1.57], [-1.75, -1.77, -0.26], [1.54, 0.94, -0.65], [1.02, 1.49, 0.88]],
  "multiplicity": 1,
  "de_lowest_kj_mol": 338.8,
  "total_energy_ha": -333.572780,
  "lumo_energy_ev": [1.0, 1.0],
  "orbital_gap_ev": [8.43, 8.36]
}